(1)
Here is 2 unconnected molecules or ions with the total composition C22H30F3NO3S in a non-equilibrium geometry from the Open Molecules 2025 dataset. Energies are from ωB97M-V with the def2-TZVPD basis set.

Structure (XYZ):
```
60
Properties=species:S:1:pos:R:3:forces:R:3
H -0.0470 0.6751 -2.9042 -0.07 -0.23 -0.35
C 3.7709 2.2673 0.7368 -0.03 -0.23 -0.44
H -0.4331 -2.1854 0.2684 -0.40 -0.58 -0.07
H 3.8389 0.3020 2.8000 0.33 0.41 0.19
C 4.9011 3.5788 2.6091 -0.25 0.19 0.00
C 3.0200 1.1427 0.3613 0.04 -0.30 -0.33
H -1.7326 -6.0694 -0.5313 0.34 0.04 -0.03
C -0.8588 -2.8761 -0.4832 0.39 0.24 -1.19
C 2.9398 1.9289 -1.9254 0.22 -0.07 0.20
O -0.7736 -2.9201 -2.9137 0.23 0.49 1.10
H -0.1578 -4.6292 0.5585 -0.08 0.04 0.07
C -4.7693 0.2776 -0.4974 0.04 0.10 0.87
F -0.5191 4.8008 1.6915 1.68 -0.20 0.84
F 0.4261 4.4815 3.6935 0.17 0.57 -1.47
H 0.5006 -0.8594 -3.7030 -0.21 0.13 0.01
H 2.0370 0.0845 -1.2096 -0.05 0.28 -0.09
C 3.9646 2.4296 2.2429 0.10 0.12 -1.20
H 2.6289 1.7847 -2.9554 0.02 0.04 0.10
H 0.5349 -4.4385 -1.0433 -0.02 -0.02 0.00
H -3.1419 1.4288 0.4649 -0.16 -0.62 -0.04
C -1.5448 -5.1289 -1.0559 -0.19 -0.43 -0.13
O 2.6090 2.6191 2.7846 -1.74 0.50 -0.31
C -4.5279 -2.2237 -0.5513 -0.80 0.34 -0.36
H -1.5251 -0.4693 0.3120 -0.40 -0.26 -0.19
H 5.9148 3.2937 2.2970 -0.16 0.02 0.31
C 4.1166 3.2204 -0.2468 -0.39 -0.47 0.71
C -0.3792 -4.3228 -0.4632 0.06 -0.10 0.27
C 2.5949 0.9836 -0.9549 0.34 -0.03 0.09
C 4.5358 1.1509 2.9011 -0.30 -0.05 -0.15
H 5.4935 0.8659 2.4249 -0.47 0.26 0.19
O -0.4580 -0.9649 -1.8597 0.41 -0.43 0.15
H -3.9594 0.1770 1.5061 0.35 0.70 -0.81
C 3.7172 3.0340 -1.5778 0.06 -0.08 0.43
H 2.7139 0.3804 1.1073 0.30 0.67 -0.56
H -6.3686 -1.1335 -0.8671 -0.05 -0.09 0.06
H 4.8524 3.7426 3.6945 0.18 0.00 -0.33
H -1.3559 -5.3701 -2.1049 -0.05 0.17 0.18
N -2.2919 -2.9583 -0.5030 0.25 -0.87 0.71
F 1.5621 5.5400 2.1216 -1.19 -1.17 0.18
C -0.6587 -2.2912 -1.8692 0.55 -0.07 -1.55
H 4.6191 4.1395 0.0711 -0.02 -0.44 -0.36
C 0.6722 4.5242 2.3421 -0.30 0.26 0.84
H 4.6873 4.5202 2.0933 -0.27 -0.15 0.22
H -4.3899 0.3078 -1.5284 -0.21 0.10 0.15
S 1.1766 2.8772 1.7667 2.03 0.18 1.04
H -5.4591 1.1068 -0.3205 -0.05 -0.04 -0.20
H -3.4621 -4.6536 -0.1193 0.27 0.01 -0.12
C -2.7918 -4.2563 -0.8998 -0.26 -0.38 0.00
H 4.7189 1.3569 3.9642 -0.11 -0.18 -0.25
C -3.5659 0.4034 0.4676 -0.99 0.13 0.52
C -2.5825 -0.6555 0.1208 -0.85 -1.82 -0.32
H -3.4062 -4.2228 -1.8147 0.43 0.05 0.11
C -5.4756 -1.0633 -0.2441 0.18 0.06 0.15
H -4.6693 -2.5205 -1.6109 0.36 0.23 0.36
H 4.0322 3.7579 -2.3288 -0.22 -0.16 0.14
H -5.7967 -1.1828 0.8079 0.09 0.50 -0.37
C -3.0814 -1.8832 -0.2919 0.44 1.87 0.83
H -4.8473 -3.1204 0.0096 0.30 0.43 -0.04
C -0.3023 -0.3620 -3.1506 0.02 0.32 0.37
H -1.2468 -0.4226 -3.6902 0.14 0.03 -0.13
```
Positions in Å, forces in eV/Å.

Spin multiplicity: 1
LUMO level: 0.010 hartree
Energy above the lowest of the compared OMol25 structures with the same formula, charge and spin: 10.06 kcal per mole
E_HOMO: -7.05 eV

(2)
Here is a molecular structure, C22H30F5NOV in a non-equilibrium geometry from the Open Molecules 2025 dataset. Energies are from ωB97M-V with the def2-TZVPD basis set.

Structure (XYZ):
```
60
Properties=species:S:1:pos:R:3:forces:R:3
C 3.0263 -0.0102 3.0417 -0.17 -0.01 -0.02
H 3.7030 -1.4090 1.5136 -0.02 0.01 -0.05
C -0.5121 1.4014 2.6512 0.04 0.04 -0.11
H 0.9181 2.7330 -2.0195 0.03 0.01 0.05
F 2.0970 -1.3177 -0.3941 -0.05 -0.04 0.24
H -0.8250 3.1214 -0.2448 0.02 -0.02 -0.02
C -1.3187 0.3065 2.9686 0.04 0.05 0.07
C -0.6886 -0.9309 3.0757 0.10 -0.10 0.09
C -0.3742 -2.4117 -2.1529 -0.03 0.22 -0.08
C -2.9416 -1.4246 -0.0240 0.29 0.28 0.03
C -2.1887 -1.2010 -3.8789 0.05 -0.05 -0.08
H -2.9839 0.7311 4.2621 0.02 -0.01 -0.02
H 4.7280 -1.3138 2.9421 -0.03 -0.01 -0.03
H 0.5261 1.6092 -3.3368 -0.01 0.00 0.00
H 3.4785 2.1410 2.9745 -0.02 -0.07 0.00
H -1.9516 -0.1822 1.1755 -0.13 -0.05 -0.08
H -2.5419 -2.3066 0.4702 0.00 -0.04 0.03
H -2.8931 -0.7311 -4.5605 0.06 -0.02 0.07
H -2.9710 -1.5927 -1.0928 -0.03 0.00 -0.06
C 2.6511 -0.1932 -2.3855 0.01 0.04 0.94
F 2.0127 -0.6265 -3.4581 -0.11 -0.13 -0.29
V -0.0961 0.2290 -0.5456 -0.65 -0.16 0.58
H -3.3454 -0.4606 3.0243 0.01 0.01 0.03
H -0.3360 3.1583 -3.2029 0.00 0.03 -0.04
H 1.4551 2.1687 2.3608 0.01 -0.01 -0.04
C 3.8170 1.1983 2.5408 0.01 0.00 -0.08
C -2.8008 0.4659 3.2192 0.00 0.01 0.02
C 3.6926 -1.3128 2.5985 0.04 -0.01 -0.02
H -3.2346 1.2570 2.6039 0.02 -0.01 0.03
H 3.7749 1.2846 1.4531 -0.01 -0.01 0.01
C -1.9245 0.9987 -2.6788 0.24 0.11 0.18
H -0.8033 -4.2234 -3.2230 -0.01 0.06 0.01
C 0.8721 1.2756 2.5409 -0.12 0.08 0.09
H -2.3604 2.2233 -0.3387 -0.01 -0.05 0.02
H -3.9270 -1.1745 0.3553 -0.08 0.01 0.04
H -2.0001 1.5550 -3.6154 -0.04 -0.03 -0.06
H -1.9944 3.5061 -1.5093 -0.04 0.00 -0.06
H 0.3426 -2.9017 -1.5041 0.02 0.00 0.05
H -0.9624 2.3858 2.5669 0.01 -0.02 -0.06
H -2.8921 1.0774 -2.1828 -0.06 -0.08 0.04
C -1.5517 -0.4513 -2.8941 0.01 0.09 0.08
C -0.6353 -1.0433 -2.0180 -0.19 -0.25 -0.39
F 3.7238 -0.9597 -2.1752 -0.03 0.15 -0.24
C -1.5698 2.6922 -0.9188 0.25 -0.09 -0.32
F 3.0578 1.0577 -2.6048 0.00 0.11 -0.10
H 4.8656 1.0855 2.8208 -0.05 -0.02 -0.02
N -0.9173 1.6776 -1.7965 -0.15 0.48 -0.10
H 3.0889 0.0127 4.1348 -0.01 0.00 0.08
F 1.9705 0.9232 -0.3015 -0.08 -0.28 -0.28
C 0.6974 -1.0505 2.9887 -0.06 -0.07 -0.03
C -1.0152 -3.1647 -3.1285 -0.03 0.06 -0.01
H 3.2221 -2.2039 3.0167 -0.01 0.08 -0.01
C 0.1178 2.3398 -2.6418 -0.25 -0.23 0.18
H 1.1415 -2.0259 3.1454 -0.04 0.05 0.01
H -2.4027 -3.1396 -4.7703 0.00 0.02 0.05
H -1.2820 -1.8142 3.2929 0.03 0.03 -0.01
C 1.5191 0.0589 2.7813 0.10 0.04 0.14
C 1.7155 -0.2549 -1.1369 1.00 0.00 -0.47
O -2.0546 -0.2855 0.2113 0.07 -0.18 0.03
C -1.9186 -2.5572 -3.9960 0.03 0.01 0.02
```
Positions in Å, forces in eV/Å.

Total charge: +1
Spin multiplicity: 3
LUMO level (spin up / spin down): -0.109 / -0.093 hartree
Energy above the lowest of the compared OMol25 structures with the same formula, charge and spin: 0.00 kcal per mole
E_HOMO (spin up / spin down): -11.66 / -11.85 eV
Expectation value of S²: 2.028

(3)
Here is a molecular structure, C22H30FMnN3O3S3 in a non-equilibrium geometry from the Open Molecules 2025 dataset. Energies are from ωB97M-V with the def2-TZVPD basis set.

Structure (XYZ):
```
63
Properties=species:S:1:pos:R:3:forces:R:3
H 2.7803 3.3283 0.1815 0.01 0.00 0.07
H -3.5768 3.5526 -1.4335 0.00 0.03 -0.02
H -0.6871 -4.7909 5.1036 0.13 -0.11 0.04
H 3.8472 1.0828 2.5112 -0.03 -0.02 -0.01
H -2.9755 -1.7573 -3.5231 0.05 -0.03 -0.05
H -0.8268 -3.3409 3.1115 -0.04 0.00 -0.03
C 1.0833 -1.8053 2.1112 -0.04 0.05 -0.18
H 3.2147 -2.3552 3.4844 0.03 -0.02 0.00
N 1.4118 -4.5386 5.3540 -0.06 -0.01 0.07
H -2.3042 -1.2979 -5.6747 -0.03 0.01 -0.05
C 1.6496 0.3532 1.1305 -0.24 -0.24 -0.25
H -1.8818 -0.4299 -3.1623 0.04 -0.11 0.01
C 1.5073 3.2952 -2.0257 0.31 -0.50 0.68
O -0.0855 0.7138 -2.0391 -0.67 0.16 -0.74
C 0.3699 -2.1000 0.9322 0.08 0.05 -0.11
O 2.2455 4.2338 -1.8386 -0.11 0.07 -0.16
C 0.2359 -1.1933 -0.0773 0.02 -0.03 0.07
H 3.4267 -3.8727 5.4429 -0.06 -0.11 0.03
C 1.7229 -0.5788 2.1741 0.07 -0.02 0.19
S -2.7572 3.4523 -3.6401 0.52 -0.97 0.06
Mn -0.6133 1.9150 -3.6300 0.32 0.75 0.66
C 2.4787 -3.1403 3.6371 -0.12 -0.04 -0.02
H -0.3146 -1.4523 -0.9708 -0.03 -0.02 0.02
C -2.8223 2.2696 -6.1760 0.27 -0.18 0.15
H 4.5901 3.2222 1.4753 0.00 0.05 0.00
C 3.1278 1.8920 2.3733 0.16 0.12 0.14
H -2.1974 3.0675 -6.5802 -0.02 -0.01 -0.07
H -2.3710 1.2658 -1.7392 0.06 -0.07 0.14
N 1.1635 -2.6903 3.2071 0.03 -0.12 0.15
F -0.1581 -3.3274 0.7594 -0.03 -0.01 0.19
C 0.6983 1.0090 -1.0819 0.33 0.29 0.06
C 2.2211 2.4042 0.1490 0.07 -0.02 0.10
H -4.3334 3.5703 -5.4305 -0.04 -0.03 0.02
C 3.8752 3.2109 2.2975 -0.07 -0.10 -0.08
C -3.7647 2.8428 -2.2397 0.22 -0.01 0.06
S -4.2036 0.1172 -2.8076 0.24 -0.01 0.06
H 1.3889 -4.8117 6.3374 0.00 0.00 0.02
O 0.7556 3.1030 -3.0556 -0.76 -0.05 -0.87
N 2.3177 1.5626 1.1826 0.08 0.18 -0.06
H 2.2799 -0.3414 3.0692 -0.08 0.00 0.01
H 0.3495 -4.6302 2.8529 -0.03 0.00 -0.04
C -3.4457 1.4266 -1.7724 -0.21 -0.08 -0.39
C 0.8613 0.0552 0.0050 -0.05 0.00 -0.03
C -2.8081 -0.6914 -3.6737 -0.28 0.29 0.07
H 1.6436 -5.3764 4.8144 0.04 -0.07 0.06
C -3.7053 2.7623 -5.0542 0.04 0.27 0.14
H 2.1921 -2.6253 5.7145 -0.06 -0.05 0.06
H 2.8076 -4.0163 3.0549 0.03 0.01 0.00
C 1.4614 2.1924 -0.9721 -0.37 0.01 -0.33
H -4.3359 1.9698 -4.6620 -0.03 -0.04 -0.03
C 0.0725 -4.0372 4.9055 -0.33 0.16 -0.30
H -3.8436 1.2748 -0.7694 -0.02 0.07 0.02
C -2.7251 -0.4240 -5.1785 0.24 0.06 0.05
H 3.2012 4.0616 2.2065 0.02 0.02 -0.01
H -3.4315 1.8701 -6.9862 0.01 0.07 -0.05
H 4.4345 3.3309 3.2235 0.00 -0.01 0.01
H -4.8096 2.9360 -2.5323 -0.01 0.09 0.02
H -3.7085 -0.2340 -5.6059 -0.01 -0.04 -0.04
H 2.4559 1.9045 3.2341 -0.01 -0.05 -0.02
S -1.6380 0.9579 -5.7215 -0.05 -0.02 0.55
C 0.1466 -3.7104 3.4193 0.13 0.11 0.09
C 2.4593 -3.4950 5.1173 0.30 0.27 -0.23
H -0.1523 -3.1415 5.4814 0.06 -0.03 0.08
```
Positions in Å, forces in eV/Å.

Total charge: +2
Spin multiplicity: 2
LUMO level (spin up / spin down): -0.191 / -0.189 hartree
E_HOMO (spin up / spin down): -13.34 / -13.34 eV
Expectation value of S²: 0.986